Record 1
{"formula": "C4H6N4", "method": "ωB97M-V/def2-TZVPD", "species": ["C", "C", "C", "C", "H", "H", "H", "H", "H", "H", "N", "N", "N", "N"], "xyz": [[-0.982, -0.327, -0.333], [0.330, 0.011, -0.457], [1.140, 1.073, -0.216], [2.376, -0.689, 0.087], [-3.801, 0.962, 0.179], [-3.573, -0.990, 0.563], [-1.157, -1.498, 0.018], [0.822, 2.209, 0.042], [3.469, 1.148, 0.117], [3.046, -1.584, 0.383], [-3.263, -0.114, 0.074], [-2.093, 0.368, -0.206], [2.511, 0.567, 0.057], [1.174, -1.138, -0.310]], "mulliken_charge": [-0.096, 0.400, -0.463, -0.085, 0.312, 0.233, 0.223, 0.265, 0.289, 0.318, -0.442, -0.220, -0.122, -0.611], "e_homo_ha": -0.2803, "smiles": "N/N=C/c1c[nH]cn1", "orbital_gap_ev": 8.467, "e_above_lowest_kj_mol": 482.3, "molar_mass_g_mol": 110.120, "lumo_energy_ev": 0.8}



Record 2
{"formula": "C2H4S", "method": "ωB97M-V/def2-TZVPD", "species": ["C", "C", "S", "H", "H", "H", "H"], "xyz": [[-0.354, -1.091, 1.401], [-0.097, 0.196, -0.563], [-1.696, -1.764, 1.761], [0.622, -1.320, 1.638], [-1.164, -0.013, -0.657], [0.650, -0.288, -1.204], [0.030, 1.275, -0.391]], "mulliken_charge": [-0.122, -0.764, -0.186, 0.309, 0.265, 0.256, 0.241], "e_homo_ha": [-0.2922, -0.2922], "orbital_gap_ev": [7.638, 7.637], "e_above_lowest_kj_mol": 321.3, "molar_mass_g_mol": 60.121, "lumo_energy_ev": [-0.3, -0.3]}



Record 3
{"formula": "C5H14", "method": "ωB97M-V/def2-TZVPD", "species": ["C", "C", "C", "H", "H", "H", "H", "H", "H", "H", "H", "C", "C", "H", "H", "H", "H", "H", "H"], "xyz": [[-0.507, 1.245, -1.090], [-1.797, 0.609, -0.685], [0.265, 2.219, 0.019], [0.328, 0.537, -1.436], [-0.593, 1.878, -1.927], [-1.704, -0.488, -0.767], [-0.249, 2.318, 1.027], [-2.657, 0.872, -1.250], [-2.233, 0.662, 0.303], [1.241, 2.027, 0.266], [0.496, 3.220, -0.396], [0.820, -2.374, 0.180], [1.013, -1.445, 1.413], [0.427, -3.332, 0.140], [0.149, -2.036, -0.606], [1.797, -2.443, -0.390], [0.932, -0.368, 1.131], [0.345, -1.463, 2.382], [1.927, -1.637, 1.686]], "mulliken_charge": [-0.057, -0.922, -0.965, 0.353, 0.452, 0.244, 0.379, 0.357, 0.402, 0.409, 0.318, -0.879, -0.479, 0.410, 0.129, 0.274, -0.086, 0.272, 0.389], "e_homo_ha": [-0.5564, -0.5538], "s_squared": 0.754, "orbital_gap_ev": [12.140, 4.005], "e_above_lowest_kj_mol": 211.6, "spin_multiplicity": 2, "molar_mass_g_mol": 74.167, "total_charge": 1, "lumo_energy_ev": [-3.0, -11.1]}



Record 4
{"formula": "C13H24Cl20INO4Si2", "method": "ωB97M-V/def2-TZVPD", "species": ["C", "C", "C", "N", "Si", "Cl", "Cl", "O", "Si", "I", "C", "O", "C", "O", "C", "C", "O", "H", "H", "H", "H", "H", "H", "H", "H", "H", "H", "H", "H", "H", "H", "H", "H", "H", "H", "C", "Cl", "Cl", "Cl", "H", "C", "Cl", "Cl", "Cl", "H", "C", "Cl", "Cl", "Cl", "H", "C", "Cl", "Cl", "Cl", "H", "C", "Cl", "Cl", "Cl", "H", "C", "Cl", "Cl", "Cl", "H"], "xyz": [[-1.807, -0.137, -3.218], [-0.626, -0.988, -2.704], [-1.049, -2.297, -1.933], [-2.545, -2.401, -1.890], [-3.093, -2.902, -0.310], [-2.235, -4.811, 0.095], [-5.164, -3.213, -0.364], [-2.573, -1.914, 0.953], [-2.662, -0.224, 0.674], [-4.759, 0.554, -0.342], [-2.452, 0.652, 2.370], [-2.022, 2.001, 2.229], [-0.626, 2.109, 2.203], [-0.255, 2.306, 0.840], [1.171, 2.438, 0.837], [1.779, 1.157, 0.193], [1.562, 0.057, 1.105], [-1.388, 0.717, -3.781], [-2.498, -0.699, -3.855], [-2.411, 0.303, -2.415], [-0.071, -1.319, -3.593], [-0.006, -0.383, -2.034], [-0.612, -3.154, -2.457], [-0.706, -2.285, -0.888], [-2.830, -3.072, -2.590], [-1.526, 0.224, -0.156], [-3.465, 0.697, 2.806], [-1.836, 0.063, 3.068], [-0.376, 3.037, 2.738], [-0.122, 1.237, 2.636], [1.577, 2.568, 1.864], [1.410, 3.358, 0.286], [1.255, 0.955, -0.748], [2.858, 1.318, 0.061], [2.409, -0.378, 1.164], [-7.193, -0.614, -3.874], [-7.586, 0.213, -5.386], [-5.460, -0.939, -3.773], [-7.736, 0.337, -2.486], [-7.717, -1.562, -3.861], [6.494, 1.602, 0.887], [5.941, 2.385, 2.373], [5.826, -0.026, 0.715], [6.077, 2.590, -0.519], [7.573, 1.516, 0.931], [-2.014, 0.531, -7.275], [-2.315, -1.184, -6.975], [-0.559, 1.067, -6.427], [-1.877, 0.845, -9.008], [-2.856, 1.095, -6.893], [-1.155, 2.951, 5.904], [0.132, 4.086, 5.483], [-0.690, 1.298, 5.484], [-1.551, 3.069, 7.621], [-2.038, 3.209, 5.332], [3.096, 0.036, 4.306], [3.002, 1.379, 3.160], [3.737, -1.417, 3.532], [4.083, 0.475, 5.704], [2.094, -0.182, 4.653], [7.710, -3.718, 1.411], [7.779, -4.925, 2.698], [6.062, -3.115, 1.209], [8.823, -2.386, 1.745], [8.014, -4.190, 0.486]], "mulliken_charge": [-0.282, 0.299, -0.721, -0.140, 0.395, -0.350, -0.251, -0.231, 0.511, -0.102, -0.396, -0.477, -0.263, -0.428, -0.577, 0.054, -0.364, 0.273, -0.072, -0.075, 0.526, -0.590, 0.377, 0.350, 0.285, -0.056, 0.385, 0.259, 0.460, 0.326, 0.137, 0.402, -0.025, 0.240, 0.184, -0.069, -0.131, 0.003, -0.125, 0.301, -0.112, -0.094, -0.026, -0.129, 0.373, 0.101, -0.128, -0.121, -0.131, 0.269, 0.092, -0.135, -0.099, -0.129, 0.263, 0.091, -0.072, -0.096, -0.140, 0.190, 0.028, -0.124, -0.093, -0.129, 0.306], "e_homo_ha": -0.3456, "orbital_gap_ev": 9.672, "molar_mass_g_mol": 1150.474, "lumo_energy_ev": 0.3}



Record 5
{"formula": "C50H67FN5S3SbTi", "method": "ωB97M-V/def2-TZVPD", "species": ["Ti", "C", "C", "C", "C", "C", "C", "N", "C", "C", "C", "C", "C", "C", "N", "N", "C", "C", "C", "C", "C", "N", "H", "H", "H", "H", "H", "H", "H", "H", "H", "H", "H", "H", "H", "C", "C", "S", "C", "C", "S", "C", "C", "S", "H", "H", "H", "H", "H", "H", "H", "H", "H", "H", "H", "H", "C", "C", "C", "C", "C", "C", "C", "C", "C", "C", "C", "C", "N", "C", "C", "C", "C", "C", "C", "F", "H", "H", "H", "H", "H", "H", "H", "H", "H", "H", "H", "H", "H", "H", "H", "H", "H", "H", "H", "H", "H", "C", "C", "C", "Sb", "C", "C", "C", "C", "C", "C", "H", "H", "H", "H", "H", "H", "H", "H", "H", "H", "H", "H", "H", "H", "H", "H", "H", "H", "H", "H", "H"], "xyz": [[1.096, 0.060, 0.947], [-1.646, -0.291, 5.954], [-0.490, -1.053, 5.899], [0.098, -1.336, 4.685], [-0.446, -0.843, 3.491], [-1.598, -0.061, 3.563], [-2.197, 0.194, 4.781], [0.125, -1.169, 2.262], [0.441, -2.483, 2.087], [-0.136, -3.575, 2.759], [0.287, -4.859, 2.493], [1.292, -5.112, 1.559], [1.881, -4.072, 0.879], [1.453, -2.759, 1.122], [1.962, -1.634, 0.570], [3.118, -1.713, -0.083], [3.534, -0.527, -0.517], [4.772, -0.446, -1.194], [5.213, 0.761, -1.667], [4.397, 1.880, -1.466], [3.210, 1.742, -0.781], [2.750, 0.582, -0.283], [-2.114, -0.075, 6.903], [-0.053, -1.441, 6.808], [0.980, -1.962, 4.636], [-2.013, 0.316, 2.637], [-3.114, 0.763, 4.823], [-0.920, -3.405, 3.483], [-0.170, -5.685, 3.019], [1.611, -6.128, 1.377], [2.665, -4.232, 0.156], [5.329, -1.360, -1.312], [6.155, 0.848, -2.188], [4.679, 2.849, -1.843], [2.590, 2.617, -0.631], [-3.893, -0.343, -2.266], [-4.253, 0.634, -1.161], [-3.300, 0.404, 0.375], [-4.020, -1.154, 1.024], [-2.966, -2.231, 1.204], [-1.943, -2.555, -0.271], [-2.996, -3.723, -1.218], [-3.600, -3.140, -2.482], [-4.889, -1.885, -2.206], [-2.842, -0.628, -2.195], [-4.086, 0.113, -3.239], [-5.315, 0.586, -0.918], [-4.007, 1.653, -1.467], [-4.796, -1.460, 0.325], [-4.471, -0.930, 1.995], [-3.423, -3.173, 1.509], [-2.249, -1.918, 1.959], [-3.771, -4.087, -0.546], [-2.341, -4.552, -1.494], [-4.094, -3.934, -3.042], [-2.829, -2.684, -3.103], [-1.642, 4.884, 2.533], [-1.736, 3.352, 2.569], [-3.189, 3.007, 2.900], [-0.694, 2.833, 3.543], [-0.903, 3.088, 4.890], [0.038, 2.760, 5.846], [1.244, 2.228, 5.438], [1.513, 1.964, 4.101], [2.938, 1.539, 3.777], [3.598, 2.438, 2.729], [3.080, 0.077, 3.357], [0.511, 2.201, 3.135], [0.668, 1.773, 1.804], [0.595, 2.706, 0.823], [0.983, 4.059, 0.986], [0.910, 4.960, -0.053], [0.449, 4.571, -1.303], [0.106, 3.245, -1.522], [0.197, 2.353, -0.482], [-0.065, 0.975, -0.694], [-2.252, 5.273, 1.722], [-0.621, 5.220, 2.387], [-2.004, 5.295, 3.472], [-1.532, 2.954, 1.571], [-3.468, 3.359, 3.889], [-3.379, 1.942, 2.835], [-3.828, 3.505, 2.174], [-1.825, 3.558, 5.201], [-0.151, 2.957, 6.891], [2.013, 2.034, 6.175], [3.508, 1.664, 4.707], [3.182, 2.250, 1.740], [4.668, 2.236, 2.695], [3.459, 3.487, 2.980], [2.494, -0.106, 2.429], [2.720, -0.581, 4.145], [4.130, -0.152, 3.163], [1.368, 4.360, 1.950], [1.219, 5.983, 0.106], [0.374, 5.283, -2.109], [-0.219, 2.919, -2.494], [-0.574, -3.794, -5.228], [-0.548, -2.292, -5.454], [-1.889, -1.821, -5.985], [0.002, -1.250, -3.560], [2.173, -1.757, -3.564], [2.846, -1.848, -4.921], [2.355, -3.056, -2.799], [0.117, 0.824, -4.396], [-1.264, 1.456, -4.284], [0.647, 0.957, -5.809], [-0.862, -4.311, -6.145], [-1.292, -4.065, -4.455], [0.402, -4.166, -4.928], [0.225, -2.055, -6.188], [-2.683, -1.959, -5.252], [-2.160, -2.388, -6.877], [-1.857, -0.771, -6.260], [2.630, -0.946, -2.989], [2.368, -2.596, -5.551], [3.888, -2.143, -4.790], [2.843, -0.895, -5.443], [1.957, -3.898, -3.363], [1.849, -3.017, -1.837], [3.413, -3.242, -2.618], [0.806, 1.334, -3.714], [-1.964, 0.965, -4.957], [-1.233, 2.512, -4.563], [-1.656, 1.373, -3.270], [0.044, 0.395, -6.518], [1.676, 0.617, -5.879], [0.628, 2.004, -6.115]], "mulliken_charge": [-0.772, -0.935, -1.296, -0.230, -0.165, 0.861, -0.646, 1.631, -0.133, -0.188, -1.088, -0.948, -0.304, -0.685, 2.040, -1.161, -0.913, -0.269, -0.762, -1.010, -0.238, 1.403, 0.433, 0.405, 0.626, -0.798, 0.412, 0.400, 0.442, 0.420, 0.541, 0.584, 0.413, 0.538, 0.215, 0.657, -1.526, 0.568, -1.465, 0.379, 0.280, -1.062, 0.574, -0.259, -0.753, 0.611, 0.489, 0.391, 0.483, 0.656, 0.831, -1.270, 0.391, 0.526, 0.551, -0.977, -1.899, 1.534, -1.451, 0.938, 0.000, -1.591, -0.323, -0.068, -0.386, -1.964, -1.413, -0.552, 1.551, -0.275, -1.012, -1.229, -1.003, -0.664, 0.931, 0.879, 0.457, 0.394, 0.400, -0.257, 0.265, 0.154, 0.482, 0.354, 0.396, 0.416, 0.911, 0.498, 0.574, 0.369, 1.150, 0.318, 0.710, 0.829, 0.445, 0.468, 0.201, -1.376, 0.319, -1.435, -0.218, 1.335, -1.568, -1.336, 0.785, -1.472, -1.586, 0.451, 0.117, 0.271, 0.569, 0.147, 0.464, 0.230, -0.385, 0.188, 0.491, 0.328, 0.397, 0.094, 0.480, 0.265, 0.357, 0.504, 0.186, 0.184, 0.294, 0.485], "e_homo_ha": [-0.2369, -0.2373], "orbital_gap_ev": [6.253, 6.243], "e_above_lowest_kj_mol": 148.3, "molar_mass_g_mol": 1022.947, "lumo_energy_ev": [-0.2, -0.2]}



Record 6
{"formula": "CH4ClN2", "method": "ωB97M-V/def2-TZVPD", "species": ["C", "N", "N", "Cl", "H", "H", "H", "H"], "xyz": [[-0.473, -0.008, 0.012], [0.150, -1.121, -0.071], [0.334, 1.180, -0.102], [-2.153, 0.131, 0.048], [1.144, -1.283, 0.119], [-0.275, -1.989, 0.229], [1.338, 1.051, -0.408], [-0.066, 2.039, 0.172]], "mulliken_charge": [0.685, -0.361, -0.392, -0.010, 0.284, 0.296, 0.261, 0.237], "e_homo_ha": -0.6002, "smiles": "NC(=[NH2+])Cl", "orbital_gap_ev": 11.543, "e_above_lowest_kj_mol": 75.5, "molar_mass_g_mol": 79.510, "total_charge": 1, "lumo_energy_ev": -4.8}